C8H15BBrINO4PSb | ωB97M-V/def2-TZVPD

Values from the calculation:
- HOMO-LUMO gap (eV) = 4.689
- total charge = -1
- lowest unoccupied orbital energy (eV) = 1.32
- E_HOMO (eV) = -3.370
- F_max (eV Å⁻¹) = 3.97

Last column: Löwdin charge in e.
Cartesian coordinates (Å):
C -1.843 -0.041 5.049  -0.192
B -2.029 0.036 3.415  -0.592
O -2.630 1.260 2.816  -0.089
Sb -1.344 -1.699 2.135  0.434
C -3.234 -2.810 2.440  -0.435
Br -0.416 -2.818 4.256  0.003
P -0.390 -3.417 0.599  0.216
O 1.146 -4.031 1.153  -0.566
I 0.221 -2.121 -1.459  0.660
H -2.326 0.956 5.491  0.064
H -2.397 -0.968 5.512  0.052
H -0.710 -0.101 5.371  0.052
H -1.872 1.906 2.600  0.113
H 0.143 -0.763 1.868  -0.098
H -2.076 -0.952 0.733  -0.073
H -3.280 -3.807 1.789  0.003
H -4.214 -2.200 2.187  0.019
H -3.366 -3.156 3.573  0.001
H 1.209 -4.068 2.152  -0.006
C 3.364 3.405 -4.164  -0.091
C 3.119 3.125 -2.819  -0.075
C 2.191 2.143 -2.467  0.004
C 1.515 1.441 -3.474  -0.130
C 1.753 1.726 -4.825  -0.006
C 2.681 2.712 -5.165  -0.081
N 0.557 0.390 -3.110  -0.373
O 0.360 0.181 -1.904  -0.347
O 0.004 -0.231 -4.029  -0.011
H 4.092 4.168 -4.435  0.101
H 3.654 3.670 -2.045  0.105
H 2.012 1.936 -1.414  0.122
H 1.231 1.193 -5.617  0.116
H 2.875 2.938 -6.211  0.102